# 1
{
  "formula": "C7H10",
  "method": "wB97M-V/def2-TZVPD",
  "species": ["C", "C", "C", "C", "C", "C", "C", "H", "H", "H", "H", "H", "H", "H", "H", "H", "H"],
  "coordinates": [[-1.34, 0.84, 0.24], [-1.46, -0.60, -0.34], [-0.09, -0.41, -1.04], [0.03, 1.02, -0.46], [1.33, 0.61, 0.26], [1.12, -0.54, 1.19], [1.19, -0.81, -0.28], [-2.10, 1.52, -0.16], [-1.35, 0.94, 1.33], [-1.51, -1.41, 0.39], [-2.29, -0.72, -1.04], [-0.04, -0.59, -2.12], [0.14, 1.89, -1.10], [2.23, 1.22, 0.30], [2.00, -0.85, 1.75], [0.19, -0.64, 1.76], [1.96, -1.47, -0.68]],
  "lumo_ev": 1.2,
  "smiles": "C1C[C@H]2[C@@H]1[C@H]1C[C@@H]21",
  "total_charge": 0,
  "e_above_lowest_kj_mol": 244.32,
  "multiplicity": 1,
  "mol_weight_da": 94.16,
  "total_energy_ev": -7418.503
}

# 2
{
  "formula": "C7H10",
  "method": "wB97M-V/def2-TZVPD",
  "species": ["C", "C", "C", "C", "C", "C", "C", "H", "H", "H", "H", "H", "H", "H", "H", "H", "H"],
  "coordinates": [[-0.77, -1.48, 1.09], [-0.15, -0.35, 0.30], [1.10, 0.35, 0.82], [1.44, 1.20, -0.16], [0.34, 0.98, -1.20], [0.19, -0.54, -1.20], [-0.95, 0.93, -0.10], [-0.07, -2.33, 1.15], [-1.02, -1.17, 2.10], [-1.69, -1.85, 0.61], [1.49, 0.26, 1.82], [2.20, 1.98, -0.17], [0.50, 1.53, -2.15], [1.05, -1.18, -1.43], [-0.68, -0.83, -1.80], [-0.93, 1.81, 0.58], [-2.05, 0.69, -0.23]],
  "lumo_ev": 1.1,
  "smiles": "C[C@]12C=C[C@H](C1)C2",
  "total_charge": 0,
  "e_above_lowest_kj_mol": 231.61,
  "multiplicity": 1,
  "mol_weight_da": 94.16,
  "total_energy_ev": -7418.634
}

# 3
{
  "formula": "C7H10",
  "method": "wB97M-V/def2-TZVPD",
  "species": ["C", "C", "C", "C", "C", "C", "C", "H", "H", "H", "H", "H", "H", "H", "H", "H", "H"],
  "coordinates": [[-1.20, 1.01, 1.93], [-0.56, 0.41, 0.97], [-1.10, -0.76, 0.09], [-0.22, -0.40, -1.11], [0.97, -0.82, -1.93], [1.12, -0.32, -0.45], [0.84, 0.84, 0.46], [-0.45, 1.69, 2.38], [-2.23, 0.89, 2.35], [-2.21, -0.81, -0.06], [-0.63, -1.66, 0.46], [-0.50, 0.61, -1.49], [1.27, -1.88, -1.90], [1.27, -0.26, -2.75], [1.37, -1.33, 0.06], [0.68, 1.69, -0.22], [1.57, 1.11, 1.22]],
  "lumo_ev": 1.1,
  "smiles": "C=C1C[C@@H]2C[C@H]2C1",
  "total_charge": 0,
  "e_above_lowest_kj_mol": 404.06,
  "multiplicity": 1,
  "mol_weight_da": 94.16,
  "total_energy_ev": -7416.847
}

# 4
{
  "formula": "C7H10",
  "method": "wB97M-V/def2-TZVPD",
  "species": ["C", "C", "C", "C", "C", "C", "C", "H", "H", "H", "H", "H", "H", "H", "H", "H", "H"],
  "coordinates": [[-2.74, -1.22, 0.65], [-1.46, -1.09, 0.56], [-0.18, -1.32, 0.43], [0.47, -0.92, -0.83], [0.90, 0.31, -0.46], [1.88, 0.50, 0.65], [0.35, 1.56, -1.07], [-3.40, -0.42, 0.94], [-3.22, -2.17, 0.43], [0.42, -1.56, 1.31], [-0.10, -1.05, -1.74], [1.45, 0.99, 1.52], [2.33, -0.44, 0.96], [2.67, 1.16, 0.28], [1.06, 2.09, -1.71], [-0.54, 1.34, -1.64], [0.09, 2.23, -0.25]],
  "lumo_ev": 1.0,
  "smiles": "C=C=CC=C(C)C",
  "total_charge": 0,
  "e_above_lowest_kj_mol": 385.90,
  "multiplicity": 1,
  "mol_weight_da": 94.16,
  "total_energy_ev": -7417.035
}

# 5
{
  "formula": "C7H10",
  "method": "wB97M-V/def2-TZVPD",
  "species": ["C", "C", "C", "C", "C", "C", "C", "H", "H", "H", "H", "H", "H", "H", "H", "H", "H"],
  "coordinates": [[2.84, 0.28, -0.18], [1.62, -0.64, -0.07], [0.35, 0.06, 0.15], [-0.81, -0.68, -0.39], [-2.11, -0.46, 0.39], [-2.47, 0.96, 0.45], [-2.72, 2.14, 0.44], [2.82, 0.82, -1.13], [3.78, -0.29, -0.14], [2.83, 1.01, 0.63], [1.63, -1.44, -0.83], [1.64, -1.16, 0.91], [-0.89, -0.17, -1.38], [-0.65, -1.75, -0.62], [-1.99, -0.85, 1.40], [-2.93, -1.03, -0.07], [-2.92, 3.19, 0.44]],
  "lumo_ev": 0.3,
  "total_charge": 0,
  "e_above_lowest_kj_mol": 505.74,
  "multiplicity": 1,
  "mol_weight_da": 94.16,
  "total_energy_ev": -7415.793
}

# 6
{
  "formula": "C7H10",
  "method": "wB97M-V/def2-TZVPD",
  "species": ["C", "C", "C", "C", "C", "C", "C", "H", "H", "H", "H", "H", "H", "H", "H", "H", "H"],
  "coordinates": [[1.35, -0.03, 1.32], [0.80, 0.56, 0.02], [0.77, -1.67, -1.04], [0.35, -0.40, -1.05], [-2.45, 0.12, -0.34], [-1.67, 1.07, 0.09], [-0.65, 1.78, 0.46], [2.36, -0.49, 1.28], [1.44, 0.85, 1.96], [0.67, -0.75, 1.79], [1.66, 1.02, -0.51], [0.93, -2.23, -1.96], [1.03, -2.17, -0.12], [0.03, 0.08, -1.97], [-2.72, -0.66, 0.37], [-2.98, 0.21, -1.28], [-0.90, 2.74, 1.00]],
  "lumo_ev": 1.1,
  "total_charge": 0,
  "e_above_lowest_kj_mol": 433.76,
  "multiplicity": 1,
  "mol_weight_da": 94.16,
  "total_energy_ev": -7416.539
}

# 7
{
  "formula": "C7H10",
  "method": "wB97M-V/def2-TZVPD",
  "species": ["C", "C", "C", "C", "C", "C", "C", "H", "H", "H", "H", "H", "H", "H", "H", "H", "H"],
  "coordinates": [[2.01, -0.64, 1.95], [1.14, -0.37, 1.15], [0.32, 0.07, 0.04], [-1.22, 0.39, -0.08], [-2.27, -0.72, 0.23], [0.97, -0.04, -1.31], [1.46, 1.08, -0.48], [2.62, -1.17, 2.64], [-1.40, 0.63, -1.14], [-1.51, 1.29, 0.47], [-2.10, -1.64, -0.34], [-3.28, -0.37, -0.05], [-2.31, -0.98, 1.30], [1.62, -0.89, -1.47], [0.35, 0.26, -2.14], [1.12, 2.10, -0.52], [2.52, 1.01, -0.22]],
  "lumo_ev": 1.1,
  "smiles": "C#CC1(CC)CC1",
  "total_charge": 0,
  "e_above_lowest_kj_mol": 373.39,
  "multiplicity": 1,
  "mol_weight_da": 94.16,
  "total_energy_ev": -7417.165
}

# 8
{
  "formula": "C7H10",
  "method": "wB97M-V/def2-TZVPD",
  "species": ["C", "C", "C", "C", "C", "C", "C", "H", "H", "H", "H", "H", "H", "H", "H", "H", "H"],
  "coordinates": [[2.07, -0.36, 0.17], [0.59, -0.69, 0.12], [-0.53, -0.16, 0.95], [-1.47, -0.32, -0.15], [-0.36, -0.74, -1.11], [-1.39, 1.18, 0.15], [-0.28, 1.90, -0.27], [2.33, 0.54, -0.39], [2.38, -0.21, 1.21], [2.65, -1.20, -0.22], [-0.56, -0.30, 2.04], [0.42, -1.69, 0.57], [-2.45, -0.77, -0.07], [-0.20, -0.01, -1.91], [-0.46, -1.75, -1.51], [-2.34, 1.58, 0.53], [-0.41, 2.98, -0.10]],
  "lumo_ev": 0.7,
  "total_charge": 0,
  "e_above_lowest_kj_mol": 555.34,
  "multiplicity": 1,
  "mol_weight_da": 94.16,
  "total_energy_ev": -7415.279
}

# 9
{
  "formula": "C7H10",
  "method": "wB97M-V/def2-TZVPD",
  "species": ["C", "C", "C", "C", "C", "C", "C", "H", "H", "H", "H", "H", "H", "H", "H", "H", "H"],
  "coordinates": [[1.60, -1.16, -0.16], [0.34, -0.34, -0.04], [0.26, 0.72, 1.09], [-0.60, 1.48, 0.15], [-1.57, 0.36, -0.62], [-1.06, -0.98, -0.10], [-0.18, 0.78, -1.05], [1.70, -1.82, 0.71], [1.58, -1.77, -1.07], [2.48, -0.51, -0.20], [-0.15, 0.41, 2.07], [1.20, 1.25, 1.22], [-0.94, 2.52, 0.16], [-2.26, 1.02, -0.11], [-1.51, -1.39, 0.81], [-1.08, -1.75, -0.89], [0.20, 1.17, -1.97]],
  "lumo_ev": 1.0,
  "smiles": "C[C@]12C[C@@H]3[C@H](C1)[C@@H]32",
  "total_charge": 0,
  "e_above_lowest_kj_mol": 373.03,
  "multiplicity": 1,
  "mol_weight_da": 94.16,
  "total_energy_ev": -7417.169
}

# 10
{
  "formula": "C7H10",
  "method": "wB97M-V/def2-TZVPD",
  "species": ["C", "C", "C", "C", "C", "H", "H", "H", "H", "H", "H", "H", "H", "C", "C", "H", "H"],
  "coordinates": [[0.98, 1.11, 1.34], [0.88, 0.44, 0.19], [-0.01, -0.92, 0.05], [0.20, -1.65, -1.06], [-0.49, -1.56, 1.32], [0.20, 1.14, 2.08], [1.77, 1.85, 1.44], [1.64, 0.51, -0.58], [-0.24, -2.64, -1.18], [0.59, -1.19, -1.96], [-1.26, -2.30, 1.10], [0.33, -2.05, 1.85], [-0.94, -0.85, 2.01], [-0.98, 1.60, -1.29], [-0.99, 2.57, -2.02], [-0.78, 0.48, -0.66], [-0.89, 3.44, -2.63]],
  "lumo_ev": 0.6,
  "smiles": "C=CC(=C)C.C#C",
  "total_charge": 0,
  "e_above_lowest_kj_mol": 514.22,
  "multiplicity": 1,
  "mol_weight_da": 94.16,
  "total_energy_ev": -7415.705
}

# 11
{
  "formula": "C7H10",
  "method": "wB97M-V/def2-TZVPD",
  "species": ["C", "C", "C", "C", "C", "C", "C", "H", "H", "H", "H", "H", "H", "H", "H", "H", "H"],
  "coordinates": [[1.05, 1.44, -0.69], [1.01, 0.02, -1.21], [0.55, -1.15, 0.22], [0.11, -0.75, 1.61], [-0.30, -0.67, -0.98], [-1.51, 0.07, -0.66], [-2.52, 0.69, -0.43], [2.06, 1.73, -0.40], [0.78, 2.03, -1.57], [0.34, 1.72, 0.11], [1.60, -0.72, -0.07], [0.79, -2.21, 0.10], [-0.86, -1.21, 1.85], [0.84, -1.09, 2.35], [-0.01, 0.33, 1.71], [-0.52, -1.47, -1.69], [-3.41, 1.24, -0.24]],
  "lumo_ev": 1.0,
  "total_charge": 0,
  "e_above_lowest_kj_mol": 524.04,
  "multiplicity": 1,
  "mol_weight_da": 94.16,
  "total_energy_ev": -7415.603
}

# 12
{
  "formula": "C7H10",
  "method": "wB97M-V/def2-TZVPD",
  "species": ["C", "C", "C", "C", "C", "C", "C", "H", "H", "H", "H", "H", "H", "H", "H", "H", "H"],
  "coordinates": [[-0.40, -1.75, -0.80], [0.26, -1.60, 0.30], [-1.18, -1.16, 0.32], [-1.32, 0.35, 0.52], [0.06, 0.87, 0.37], [0.84, 1.56, -0.39], [1.37, 1.29, 0.98], [-0.45, -2.26, -1.75], [1.14, -1.76, 0.89], [-1.93, -1.80, 0.79], [-1.69, 0.56, 1.53], [-1.99, 0.86, -0.19], [0.83, 2.25, -1.22], [1.35, 2.11, 1.70], [2.19, 0.58, 1.15], [0.69, 0.26, -2.05], [0.24, -0.33, -2.15]],
  "lumo_ev": 1.2,
  "smiles": "C1=CC1CC1=CC1.[H][H]",
  "total_charge": 0,
  "e_above_lowest_kj_mol": 651.73,
  "multiplicity": 1,
  "mol_weight_da": 94.16,
  "total_energy_ev": -7414.280
}